Density functional theory data (ωB97M-V with the def2-TZVPD basis set) for 7 unconnected molecules or ions with the total composition C39H40ClF7N3OP at a distorted geometry.

```
92
Properties=species:S:1:pos:R:3:forces:R:3:lowdin_charge:R:1
C -0.143924 4.872693 -1.671151 -0.375 0.164 -2.108 -0.118
O 0.338119 4.287625 -0.416703 1.945 1.649 -0.934 -0.200
C 1.695742 4.726547 -0.062490 0.246 -0.214 0.690 -0.692
N 2.780311 4.325700 -1.036347 -1.299 0.618 0.535 0.008
Cl 2.105713 3.791150 1.533499 -0.374 0.444 -1.813 0.623
C 1.730851 6.323631 0.378602 0.154 0.847 1.368 -0.271
F 1.707967 6.389521 1.887989 -0.069 0.225 -3.537 -0.149
N 2.973598 7.063278 -0.047492 -0.443 -1.310 -1.283 -0.167
P 2.886514 7.682983 -1.717592 -2.269 3.955 1.043 0.690
N 1.972714 9.058355 -1.682489 2.389 -1.544 -0.968 -0.346
H -0.021583 6.031578 -1.770816 -0.127 -2.093 0.537 0.074
H 0.426434 4.406794 -2.613571 -1.197 0.768 2.060 0.109
H -1.307640 4.655774 -1.831790 2.752 0.257 0.801 0.129
H 2.608245 4.658479 -2.009622 0.201 -0.180 1.303 0.050
H 3.742274 4.557667 -0.697888 -1.485 -0.212 -0.413 0.087
H 0.796302 6.935437 0.031434 1.926 -1.387 0.652 0.132
H 3.857382 6.554118 0.167423 -1.041 0.363 -0.097 0.083
H 4.206961 8.012624 -2.282053 -0.870 -1.271 0.745 0.017
H 2.161753 6.732079 -2.540518 1.016 0.129 0.640 -0.010
H 2.541046 9.866221 -2.063966 -0.866 -1.241 0.730 -0.043
F 4.491733 3.280379 -5.100801 -0.051 0.334 -0.156 0.057
C 4.641049 2.128883 -4.432688 0.156 -1.139 0.625 -0.291
C 5.228951 1.040539 -5.067931 0.004 0.065 -0.076 -0.019
C 5.389289 -0.157039 -4.371022 -0.217 0.286 0.310 -0.083
C 4.949496 -0.256239 -3.048706 0.022 0.025 -0.061 -0.098
C 4.356024 0.840247 -2.421457 0.155 -0.080 -0.341 -0.075
C 4.206033 2.040895 -3.114987 0.022 0.132 -0.166 -0.020
H 5.556862 1.133669 -6.098102 -0.039 0.027 0.101 0.116
H 5.854789 -1.011374 -4.856172 -0.108 0.174 0.047 0.107
H 5.070703 -1.191865 -2.506964 -0.045 0.180 -0.109 0.104
H 4.010778 0.759405 -1.393560 0.043 0.082 -0.184 0.109
H 3.755034 2.905776 -2.639900 0.036 -0.238 -0.051 0.072
F 2.795851 -2.464988 -6.622265 0.126 0.077 -0.247 0.058
C 2.260536 -2.832549 -5.450535 -0.466 -0.292 1.017 -0.294
C 1.777563 -1.858636 -4.583423 0.005 0.050 -0.076 -0.023
C 1.215434 -2.241214 -3.365545 0.184 -0.427 -0.264 -0.072
C 1.152460 -3.594248 -3.023329 0.091 0.127 0.118 -0.088
C 1.644532 -4.563957 -3.898236 -0.027 0.486 -0.019 -0.077
C 2.196342 -4.181779 -5.120725 0.051 0.002 -0.077 -0.019
H 1.842559 -0.812066 -4.862561 0.029 -0.099 -0.015 0.115
H 0.827931 -1.488003 -2.684030 0.100 -0.105 -0.138 0.107
H 0.717996 -3.891899 -2.071375 0.272 0.224 -0.437 0.080
H 1.598171 -5.616138 -3.627925 0.005 0.179 -0.090 0.096
H 2.575394 -4.922899 -5.816561 -0.010 0.105 0.033 0.114
F -0.730420 -5.096142 -1.398349 -0.408 -0.079 -0.112 0.040
C -0.274321 -5.744997 -0.318731 0.386 -0.665 1.084 -0.291
C -0.739257 -5.386873 0.941918 -0.048 0.055 -0.057 -0.010
C -0.268494 -6.065643 2.065856 0.219 -0.199 -0.343 -0.069
C 0.671176 -7.088738 1.917280 -0.045 0.043 -0.035 -0.090
C 1.135526 -7.437440 0.648140 -0.271 0.276 0.154 -0.081
C 0.656218 -6.766056 -0.476379 -0.021 0.068 -0.087 -0.018
H -1.462865 -4.584069 1.038613 0.044 -0.077 -0.030 0.118
H -0.631569 -5.798478 3.055173 0.049 0.006 -0.202 0.091
H 1.041426 -7.614883 2.794582 -0.073 0.102 -0.172 0.103
H 1.869960 -8.231283 0.535347 -0.149 0.149 -0.020 0.105
H 0.999676 -7.030196 -1.471061 -0.046 0.050 0.074 0.108
F -4.715130 -7.665821 2.963778 0.085 -0.214 0.151 0.058
C -5.066961 -6.541663 2.325735 -0.301 0.964 -0.564 -0.298
C -4.670495 -6.350922 1.006612 0.037 -0.072 0.009 -0.021
C -5.040956 -5.182890 0.340247 -0.169 0.048 0.440 -0.082
C -5.795312 -4.212750 1.004744 0.031 -0.047 -0.007 -0.097
C -6.184104 -4.411208 2.330409 0.220 -0.218 -0.284 -0.082
C -5.822999 -5.584190 2.992793 0.041 -0.064 0.055 -0.024
H -4.077760 -7.111741 0.509348 -0.056 0.047 0.083 0.117
H -4.742622 -5.027704 -0.693611 -0.019 -0.062 0.195 0.106
H -6.080242 -3.299884 0.486033 0.055 -0.178 0.108 0.101
H -6.767698 -3.652898 2.846825 0.104 -0.173 -0.071 0.105
H -6.124284 -5.758727 4.020360 0.054 -0.016 -0.086 0.115
F -1.229011 6.986397 -0.018778 0.013 -0.305 0.011 0.030
C -1.958406 8.097790 0.146756 -0.850 1.315 0.212 -0.276
C -2.058514 8.668540 1.410828 0.074 -0.105 -0.003 -0.008
C -2.813660 9.828628 1.582668 -0.052 -0.117 -0.486 -0.079
C -3.469871 10.399411 0.489337 0.048 -0.059 0.037 -0.097
C -3.367399 9.816190 -0.774499 0.160 -0.105 0.384 -0.082
C -2.603145 8.662576 -0.948071 0.060 -0.122 0.021 -0.014
H -1.548691 8.206438 2.249873 -0.005 0.019 -0.114 0.119
H -2.891853 10.286998 2.565385 0.037 -0.127 -0.171 0.105
H -4.062396 11.301723 0.624687 0.118 -0.176 -0.034 0.101
H -3.882377 10.259911 -1.623153 0.131 -0.106 0.138 0.105
H -2.505417 8.201160 -1.925143 0.015 0.027 0.098 0.114
F -1.643375 -3.722342 4.558087 0.006 0.123 -0.223 0.059
C -1.653260 -4.482282 5.661268 -0.012 -0.627 0.945 -0.295
C -2.407321 -5.650474 5.680651 -0.003 0.020 -0.093 -0.020
C -2.413828 -6.444693 6.827278 0.284 0.360 0.127 -0.079
C -1.674030 -6.055691 7.946722 -0.036 -0.010 -0.062 -0.098
C -0.924339 -4.878772 7.919218 -0.244 -0.195 -0.295 -0.084
C -0.909190 -4.090704 6.768672 0.013 0.060 -0.054 -0.017
H -2.982316 -5.932304 4.804635 0.052 0.043 0.037 0.105
H -2.993919 -7.363897 6.849814 0.086 0.185 -0.049 0.106
H -1.682947 -6.673154 8.842395 0.004 0.124 -0.173 0.101
H -0.352616 -4.575929 8.793131 -0.087 -0.033 -0.192 0.105
H -0.324896 -3.177478 6.726916 -0.084 -0.072 -0.035 0.116
```
Forces are in eV/Å.

Computed properties:
* calculated total energy: -88439.1283 eV
* molecular weight: 766.18 g/mol
* structure (SMILES): CO[C@](N)(Cl)[C@@H](F)N[PH2]=N.Fc1ccccc1.Fc1ccccc1.Fc1ccccc1.Fc1ccccc1.Fc1ccccc1.Fc1ccccc1
* highest occupied orbital energy: -8.75 eV